No. 1
The ion C3H9NS with charge +1 at a distorted geometry, computed with the ωB97M-V functional and the def2-TZVPD basis.

Summary:
**2S+1**: 2
**Net charge**: +1
**HOMO-LUMO gap (spin up / spin down)**: 9.995 / 4.118 eV
**Expectation value of S²**: 0.758

Each line ends with the Löwdin spin population.
Element x y z (Å)
C  0.6376  -1.3895  1.5967  0.019
N  0.6401  -1.0991  0.0014  0.276
C  -0.3801  -0.0625  -0.3270  0.022
C  0.1799  0.9838  -1.2449  0.034
S  -1.2219  2.1642  -1.4187  0.575
H  0.8257  -0.4565  2.1735  0.008
H  -0.5051  -1.6253  1.7834  0.003
H  1.3239  -2.2763  1.7957  -0.001
H  1.6270  -0.9954  -0.3451  0.007
H  -0.8673  0.5351  0.5310  0.008
H  -1.3046  -0.6453  -0.7641  0.013
H  0.5129  0.9434  -2.2456  0.003
H  0.9599  1.5781  -0.7728  0.014
H  -2.4281  2.3453  -0.7635  0.018

---

No. 2
The ion C3H9NS2 with charge -1 at a distorted geometry, computed with the ωB97M-V functional and the def2-TZVPD basis.

Summary:
**2S+1**: 2
**Net charge**: -1
**HOMO-LUMO gap (spin up / spin down)**: 3.198 / 7.458 eV
**Expectation value of S²**: 0.752

Each line ends with the Löwdin spin population.
Element x y z (Å)
S  2.9842  1.0434  0.5119  0.482
S  1.7963  -0.1087  1.7864  0.351
C  0.9362  -1.2642  0.6694  0.021
C  0.0044  -0.5790  -0.2733  0.015
N  -1.0824  0.1264  0.4000  0.002
C  -1.9201  0.8329  -0.5428  0.009
H  2.3199  0.9309  -0.6747  0.081
H  0.3616  -1.8468  1.3937  0.010
H  1.6215  -1.8821  0.1096  0.001
H  0.4930  0.0727  -1.0036  0.015
H  -0.4645  -1.3415  -0.9142  0.001
H  -0.6102  0.7873  1.0076  0.002
H  -1.4544  0.9653  -1.5272  0.006
H  -2.9075  0.3909  -0.6908  0.000
H  -2.0778  1.8726  -0.2519  0.002

---

No. 3
The molecule C3H9NS2 at a distorted geometry, computed with the ωB97M-V functional and the def2-TZVPD basis.

Summary:
**2S+1**: 1
**Structure (SMILES)**: NC(CS)CS
**HOMO-LUMO gap**: 9.775 eV

Each line ends with the Mulliken charge.
Element x y z (Å)
C  0.1192  0.4594  0.4269  0.308
C  -1.3517  0.0428  0.8310  -1.011
C  0.9147  -0.6932  -0.0988  -0.719
H  -0.2733  1.4825  -1.4500  0.208
H  1.0630  1.9123  -0.6293  0.259
H  0.4965  0.8248  1.4030  0.312
H  -1.9211  0.8979  1.0206  0.452
H  -1.2933  -0.5534  1.8082  0.335
H  -2.6536  -0.0664  -1.0917  0.108
H  0.5502  -1.5644  0.4936  0.344
H  0.5913  -0.9238  -1.1248  0.317
H  3.0582  -1.7400  -0.7118  0.130
N  0.1366  1.5677  -0.5342  -0.603
S  -2.1350  -0.9960  -0.3301  -0.200
S  2.6984  -0.6501  -0.0125  -0.241

---

No. 4
The molecule C3H9NS2 at a distorted geometry, computed with the ωB97M-V functional and the def2-TZVPD basis.

Summary:
**2S+1**: 1
**Structure (SMILES)**: C[C@@H](N)CSS
**HOMO-LUMO gap**: 9.312 eV

Each line ends with the Mulliken charge.
Element x y z (Å)
N  1.3921  0.5796  1.5835  -0.538
C  1.2646  0.5885  0.1313  0.438
C  2.3135  1.4228  -0.5850  -1.393
C  -0.1064  1.1430  -0.3066  -0.959
S  -1.4850  0.0437  0.2331  -0.052
S  -1.0393  -1.7722  -0.6870  -0.253
H  2.3554  0.4672  1.8649  0.250
H  0.9928  1.4186  1.9743  0.237
H  1.2219  -0.4156  -0.2363  0.228
H  3.3593  1.1370  -0.4846  0.353
H  2.0264  1.4974  -1.6380  0.369
H  2.2929  2.4769  -0.2789  0.331
H  -0.3256  2.1265  0.1042  0.447
H  -0.0520  1.1241  -1.3897  0.356
H  -0.6507  -2.3359  0.4601  0.185

---

No. 5
A cluster of 2 separate species, C3H9NS2 in total at a distorted geometry, computed with the ωB97M-V functional and the def2-TZVPD basis.

Summary:
**2S+1**: 1
**Structure (SMILES)**: C=NC.CSS
**HOMO-LUMO gap**: 8.401 eV

Each line ends with the Mulliken charge.
Element x y z (Å)
C  -0.6631  -0.3760  -1.9811  -0.182
S  -2.0466  -0.5056  -0.7405  -0.090
S  -1.3125  -0.5229  1.2634  -0.163
H  -1.0083  0.2396  -2.8077  0.285
H  0.0644  0.2254  -1.4434  -0.242
H  -0.2556  -1.3239  -2.3128  0.262
H  -0.1208  -0.0636  0.8492  0.117
C  2.9551  0.0270  0.9320  -0.796
C  2.1349  1.8335  -0.3170  -0.363
N  1.9625  0.6499  0.0855  -0.147
H  3.7836  0.6752  1.2408  0.311
H  2.4328  -0.4468  1.7632  0.225
H  3.3675  -0.8082  0.3442  0.304
H  1.2712  2.4015  -0.6606  0.255
H  3.1135  2.3153  -0.2033  0.225

---

No. 6
The molecule C3H9NS2 at a distorted geometry, computed with the ωB97M-V functional and the def2-TZVPD basis.

Summary:
**2S+1**: 1
**Structure (SMILES)**: NCCCSS
**HOMO-LUMO gap**: 9.592 eV

Each line ends with the Mulliken charge.
Element x y z (Å)
S  1.2238  -1.2727  -2.9944  -0.229
S  0.9295  0.6323  -2.2624  -0.101
C  -0.2661  0.4442  -0.8522  -0.699
C  0.4133  0.9066  0.4478  -0.510
C  -0.0707  0.1481  1.7862  -0.524
N  -0.9820  -0.9706  1.6924  -0.629
H  0.2718  -1.1950  -3.9303  0.159
H  -1.2070  0.8370  -1.2122  0.401
H  -0.3147  -0.6441  -0.7592  0.297
H  1.4953  0.8949  0.4418  0.417
H  0.0781  1.9400  0.5892  0.251
H  0.9112  -0.0920  2.1998  0.248
H  -0.4105  0.9389  2.4491  0.335
H  -0.4120  -1.7566  1.4483  0.299
H  -1.6599  -0.8110  0.9559  0.284

---

No. 7
A cluster of 2 separate species, C3H9NS2 in total, computed with the ωB97M-V functional and the def2-TZVPD basis.

Summary:
**2S+1**: 1
**Structure (SMILES)**: C=NC.CSS
**HOMO-LUMO gap**: 9.844 eV

Each line ends with the Mulliken charge.
Element x y z (Å)
C  1.9366  1.1279  -0.0880  -0.746
S  1.8647  -0.2261  1.1183  -0.054
S  1.6755  -1.8612  -0.1041  -0.230
H  1.0114  1.3016  -0.6290  0.272
H  2.2601  1.9986  0.4793  0.285
H  2.7507  0.8911  -0.7701  0.313
H  2.9760  -2.1526  -0.2886  0.160
C  -2.2867  0.4019  0.7699  -0.663
C  -1.2732  -0.7315  -0.9743  -0.353
N  -2.0272  0.2261  -0.6634  -0.410
H  -2.6196  -0.5344  1.2316  0.310
H  -1.3505  0.6938  1.2443  0.215
H  -3.0455  1.1645  0.9321  0.278
H  -0.8984  -0.7906  -1.9928  0.331
H  -0.9740  -1.5092  -0.2652  0.292

---

No. 8
A cluster of 2 separate species, C3H9NS2 in total at a distorted geometry, computed with the ωB97M-V functional and the def2-TZVPD basis.

Summary:
**2S+1**: 1
**Structure (SMILES)**: C=C(C)N.SS
**HOMO-LUMO gap**: 8.752 eV

Each line ends with the Mulliken charge.
Element x y z (Å)
S  -1.0760  3.1863  -0.1899  -0.205
S  -1.6540  2.1512  1.5861  -0.167
H  -0.1570  4.0263  0.3714  0.163
H  -0.7960  1.1627  1.3071  0.161
C  1.5506  -0.8354  -0.7350  -1.226
C  0.1357  -0.9236  -0.1135  0.642
C  -0.0764  -1.5795  1.0500  -0.949
N  -0.8420  -0.2343  -0.8686  -0.376
H  1.8638  0.2573  -0.8080  0.248
H  1.5808  -1.2763  -1.7520  0.330
H  2.2840  -1.4488  -0.1959  0.344
H  -1.0703  -1.6335  1.4299  0.297
H  0.7042  -2.1036  1.5377  0.291
H  -0.6333  -0.3103  -1.8745  0.211
H  -1.8141  -0.4386  -0.7450  0.236

---

No. 9
A cluster of 2 separate species, C3H9O in total at a distorted geometry, computed with the ωB97M-V functional and the def2-TZVPD basis.

Summary:
**2S+1**: 1
**Net charge**: -1
**HOMO-LUMO gap**: 5.055 eV

Each line ends with the Mulliken charge.
Element x y z (Å)
C  -4.8005  -0.9275  2.5840  -0.941
H  -3.7796  -0.6980  2.5158  0.275
H  -4.8525  -2.0557  2.6091  0.208
H  -5.2844  -0.4845  3.4395  0.213
H  -5.1648  -0.6011  1.6477  0.245
C  2.4721  0.1634  -1.2204  -0.170
O  2.7430  0.0498  0.1477  -0.868
C  3.4942  1.0461  -2.0557  -0.838
H  2.5694  -0.9389  -1.6932  0.073
H  1.4146  0.5113  -1.6105  0.085
H  3.8452  1.6497  -1.1708  0.192
H  4.3961  0.6048  -2.4068  0.286
H  2.9473  1.6806  -2.7864  0.239

---

No. 10
A cluster of 2 separate species, C3H9O in total, computed with the ωB97M-V functional and the def2-TZVPD basis.

Summary:
**2S+1**: 1
**Net charge**: -1
**HOMO-LUMO gap**: 6.581 eV

Each line ends with the Mulliken charge.
Element x y z (Å)
C  0.7502  -1.7558  -1.9117  -0.897
H  1.3068  -1.5649  -0.9968  0.228
H  0.2637  -2.7361  -1.8538  0.208
H  1.4448  -1.7580  -2.7491  0.276
H  0.0065  -0.9802  -2.0357  0.169
C  -0.1937  0.6805  0.5868  -0.093
O  0.7261  -0.2194  0.9843  -0.872
C  -0.7721  1.5233  1.7680  -0.995
H  -1.0730  0.2086  0.0696  0.089
H  0.2043  1.4251  -0.1555  0.104
H  -0.2095  2.4549  1.9100  0.204
H  -0.6172  0.9229  2.6668  0.277
H  -1.8367  1.7992  1.7170  0.304

---

No. 11
A cluster of 2 separate species, C3H9O2PS2 in total at a distorted geometry, computed with the ωB97M-V functional and the def2-TZVPD basis.

Summary:
**2S+1**: 1
**Structure (SMILES)**: CC(C)=O.OP(S)S
**HOMO-LUMO gap**: 8.928 eV

Each line ends with the Mulliken charge.
Element x y z (Å)
C  -1.1207  1.7835  0.5714  -0.907
C  1.2471  2.6938  0.2059  -1.144
C  0.4578  1.5031  0.4646  0.727
O  -1.1130  -4.3952  -1.1220  -0.419
O  0.9217  0.3504  0.5134  -0.485
P  -0.0094  -3.5767  -0.3557  0.349
S  0.5430  -2.2239  -1.8882  -0.346
S  -1.2224  -2.5182  1.0913  -0.278
H  -1.3215  1.7570  -0.5075  0.270
H  -1.5551  0.9668  1.1045  0.268
H  -1.2973  2.7817  1.0069  0.339
H  0.9867  3.3283  -0.7004  0.289
H  2.2559  2.3611  0.1726  0.354
H  1.1278  3.3252  1.0696  0.330
H  1.7924  -1.7624  -1.5771  0.182
H  -1.4516  -4.0264  -1.9891  0.313
H  -0.2416  -2.3480  1.9397  0.158

---

No. 12
The molecule C3H9O2PS2 at a distorted geometry, computed with the ωB97M-V functional and the def2-TZVPD basis.

Summary:
**2S+1**: 1
**Structure (SMILES)**: CC(C)S[P@](=O)(O)S
**HOMO-LUMO gap**: 9.962 eV

Each line ends with the Mulliken charge.
Element x y z (Å)
C  0.7678  -1.7304  -0.4740  -1.380
C  -1.5680  -1.0068  -0.6008  -1.134
C  -0.2118  -0.7543  -1.1393  0.313
O  -0.1644  2.8786  1.1644  -0.575
O  -0.2256  0.2494  1.4246  -0.596
P  0.5061  1.3642  0.8528  0.963
S  0.3214  1.0744  -1.1987  -0.177
S  2.3628  1.7686  1.7646  -0.295
H  0.3609  -2.7520  -0.7574  0.397
H  1.8111  -1.5737  -0.8006  0.305
H  0.6419  -1.6606  0.5742  0.405
H  -1.6663  -2.0643  -0.6329  0.398
H  -2.3918  -0.3980  -1.1203  0.267
H  -1.6823  -0.6388  0.4169  0.322
H  -0.0453  -0.9598  -2.1926  0.311
H  -1.0055  3.1054  0.8581  0.304
H  2.1891  3.0982  1.8612  0.173

---

No. 13
A cluster of 2 separate species, C3H9O2S in total at a distorted geometry, computed with the ωB97M-V functional and the def2-TZVPD basis.

Summary:
**2S+1**: 1
**Net charge**: -1
**HOMO-LUMO gap**: 6.424 eV

Each line ends with the Mulliken charge.
Element x y z (Å)
C  0.1969  -0.9187  -0.1610  -0.387
O  -1.2105  -0.7658  -0.0157  -0.949
C  0.8913  0.2439  -0.8457  -0.295
C  0.1487  1.5522  -0.4439  -0.765
S  1.1369  3.2276  -0.7396  -0.332
H  0.6840  -1.0384  0.8128  0.229
H  0.4245  -1.8741  -0.8061  0.151
H  0.7744  0.2005  -1.9455  0.202
H  1.9906  0.3934  -0.5734  0.311
H  -0.7355  1.5214  -0.9295  0.397
H  -0.4649  1.4908  0.5460  0.362
H  2.0884  3.4167  0.2418  0.095
H  -2.4803  -3.0573  1.5916  0.268
H  -1.5560  -1.9215  1.2316  0.418
O  -1.8884  -2.4706  2.0367  -0.705

---

No. 14
The ion C3H9O2SSi with charge -1 at a distorted geometry, computed with the ωB97M-V functional and the def2-TZVPD basis.

Summary:
**2S+1**: 1
**Net charge**: -1
**HOMO-LUMO gap**: 6.524 eV

Each line ends with the Mulliken charge.
Element x y z (Å)
C  0.8127  -1.2831  -0.9512  -1.065
C  0.7989  1.7026  -0.7120  -1.014
C  0.1192  -0.4450  1.7907  -1.161
O  -2.8611  -1.1632  -0.4644  -0.604
O  -2.8651  1.1891  0.6031  -0.657
Si  -0.2019  0.1205  -0.0572  0.444
S  -2.4897  0.2657  -0.5587  0.345
H  1.9648  -1.1821  -0.9897  0.291
H  0.5871  -2.1615  -0.3238  0.229
H  0.5231  -1.3278  -1.9893  0.342
H  0.5974  2.5632  -0.0948  0.321
H  1.9546  1.5119  -1.0164  0.249
H  0.4137  1.9362  -1.7376  0.282
H  -0.3583  -1.4152  2.0081  0.314
H  1.1887  -0.5975  1.9815  0.339
H  -0.1840  0.2861  2.5117  0.347

---

No. 15
The molecule C3H9OP at a distorted geometry, computed with the ωB97M-V functional and the def2-TZVPD basis.

Summary:
**2S+1**: 1
**Structure (SMILES)**: CC(C)(O)P
**HOMO-LUMO gap**: 9.707 eV

Each line ends with the Mulliken charge.
Element x y z (Å)
C  0.6372  1.4034  0.0044  -1.259
C  0.6176  -1.0019  0.9636  -1.243
C  -0.0423  -0.0531  -0.1319  0.685
O  0.3004  -0.4581  -1.4512  -0.546
P  -1.8803  0.1756  0.0485  -0.099
H  0.0076  2.0565  -0.6647  0.373
H  1.6248  1.3239  -0.4946  0.355
H  0.6626  1.8499  1.0789  0.291
H  0.5512  -2.0585  0.9165  0.416
H  0.3595  -0.7129  1.9909  0.339
H  1.7852  -0.9768  0.9147  0.282
H  -0.0196  -1.4335  -1.6413  0.367
H  -2.3918  -1.0597  -0.5136  0.021
H  -2.2121  0.9454  -1.0202  0.017

---

No. 16
The molecule C3H9OP at a distorted geometry, computed with the ωB97M-V functional and the def2-TZVPD basis.

Summary:
**2S+1**: 1
**Structure (SMILES)**: CC(C)PO
**HOMO-LUMO gap**: 9.442 eV

Each line ends with the Mulliken charge.
Element x y z (Å)
C  -0.7566  1.1194  0.6605  -1.460
C  -0.7173  -1.1544  -0.4738  -1.016
C  -0.2410  0.3027  -0.5154  0.209
O  2.0239  -0.3550  0.8180  -0.454
P  1.7046  0.4448  -0.5522  0.060
H  -1.8232  0.9581  0.6959  0.392
H  -0.5144  2.2461  0.5342  0.303
H  -0.2939  0.7925  1.6029  0.396
H  -1.5994  -1.2108  0.1540  0.304
H  0.1041  -1.8930  -0.1188  0.230
H  -0.9301  -1.5905  -1.5001  0.292
H  1.6568  0.3519  1.4410  0.326
H  -0.6137  0.7172  -1.4294  0.400
H  2.0002  -0.7291  -1.3167  0.018

---

No. 17
A cluster of 2 separate species, C3H9OP in total at a distorted geometry, computed with the ωB97M-V functional and the def2-TZVPD basis.

Summary:
**2S+1**: 1
**HOMO-LUMO gap (spin up / spin down)**: 7.812 / 7.903 eV

Each line ends with the Mulliken charge.
Element x y z (Å)
C  -1.1346  -0.9368  -0.9244  -1.172
C  1.8867  -0.3341  0.6748  -0.696
C  -1.3370  1.1682  0.5975  -1.104
O  2.9640  0.4775  0.2998  -0.490
P  -0.8557  -0.5315  0.8945  0.090
H  -2.1802  -0.6622  -1.3391  0.328
H  -0.4488  -0.4299  -1.4710  0.409
H  -1.2071  -2.0054  -1.0596  0.349
H  3.0811  0.3348  -0.7045  0.333
H  1.9543  -0.5807  1.6524  0.420
H  1.6039  -1.1302  0.0781  0.397
H  -0.9361  1.4561  -0.3033  0.344
H  -2.3765  1.2375  0.3767  0.398
H  -1.0140  1.9368  1.2281  0.394

---

No. 18
A cluster of 2 separate species, C3H9OS in total at a distorted geometry, computed with the ωB97M-V functional and the def2-TZVPD basis.

Summary:
**2S+1**: 1
**Net charge**: -1
**HOMO-LUMO gap**: 6.590 eV

Each line ends with the Mulliken charge.
Element x y z (Å)
C  -2.7406  0.1430  -0.8467  -0.558
O  -1.3792  0.2384  -1.0646  -0.409
H  -3.0181  -0.9292  -0.8201  0.200
H  -3.0929  0.5469  0.1131  0.240
H  -3.2904  0.6062  -1.6718  0.206
C  1.9607  -0.8205  0.1571  -0.883
C  1.7231  0.3344  1.1186  -0.488
S  0.8846  1.7828  0.3691  -0.698
H  2.7877  -0.5041  -0.4902  0.245
H  1.1147  -0.9794  -0.5155  0.240
H  2.1392  -1.7770  0.6612  0.298
H  1.0187  0.0020  1.8753  0.213
H  2.6767  0.6344  1.5576  0.259
H  -0.7843  0.7221  -0.4432  0.135

---

No. 19
A cluster of 2 separate species, C3H9OS in total at a distorted geometry, computed with the ωB97M-V functional and the def2-TZVPD basis.

Summary:
**2S+1**: 1
**Net charge**: -1
**HOMO-LUMO gap**: 6.120 eV

Each line ends with the Mulliken charge.
Element x y z (Å)
C  0.6617  -1.0862  2.7262  -0.858
S  0.4862  -2.0398  1.1610  -0.710
H  1.6224  -0.4766  2.7781  0.175
H  -0.1128  -0.2512  2.8503  0.164
H  0.6554  -1.6073  3.6782  0.294
C  -0.4372  0.0572  -1.8738  -0.148
O  -1.7669  0.3685  -2.3392  -0.545
C  0.2069  1.1205  -0.9532  -0.950
H  -0.2834  -0.8868  -1.4102  0.172
H  0.0374  0.1656  -2.8402  0.230
H  -2.3815  0.3571  -1.6017  0.288
H  -0.1234  1.0816  0.0346  0.210
H  1.2797  1.0174  -1.0036  0.316
H  0.1557  2.1801  -1.2065  0.362

---

Energy above the lowest of the compared OMol25 structures with the same formula, charge and spin readings, ordered: 70.82 31.12 17.66 5.30 39.64 19.74 27.46 19.19 23.01 5.51 31.64 0.00 36.58 1.22 43.64 23.46 101.76 21.65 34.50 kcal/mol